Below is 12 unconnected molecules or ions with the total composition C20H64N6O12 at a distorted geometry, with properties calculated with wB97M-V/def2-TZVPD.

The geometry in ORCA input format:
```
! wB97M-V def2-TZVPD RIJCOSX def2/J DEFGRID3
* xyz 0 1
N -0.95581 2.35073 1.45083
C -0.43881 3.29473 0.62283
N -0.23181 4.39073 1.26483
O -0.21281 3.13673 -0.70917
H -1.34981 1.42773 0.96583
H -1.01981 2.44573 2.47983
H -0.06081 5.29973 0.81583
H -0.24481 4.58373 2.24983
N -0.79881 -0.76627 3.10683
C -1.85181 -1.08127 3.69083
N -2.23581 -0.16627 4.54583
O -2.55881 -2.20927 3.41383
H -0.52781 -1.28127 2.28583
H -0.24281 0.06173 3.33683
H -3.22781 -0.33927 4.68883
H -1.87181 0.79973 4.56883
N -1.58381 0.32973 0.06583
C -0.44381 -0.27627 -0.06417
N 0.51719 0.42473 -0.60317
O -0.20581 -1.57127 0.49783
H -2.31181 -0.26827 0.59883
H -1.80981 0.73273 -0.89217
H 1.40719 -0.03327 -0.58617
H 0.36819 1.44173 -0.70517
C -4.93281 2.31073 -2.23617
C -4.14481 2.83673 -0.98517
C -3.17881 3.93373 -1.43417
O -4.87581 3.29773 -0.06617
H -4.33481 2.00773 -3.09817
H -5.69381 3.03973 -2.43717
H -5.51681 1.45673 -1.94017
H -3.51381 2.06873 -0.53017
H -2.62281 4.28873 -0.62417
H -3.62181 4.69673 -2.04117
H -2.51281 3.40573 -2.08817
H -4.31681 3.57473 0.65183
C 2.50019 -3.82727 0.16383
C 3.29419 -2.54327 0.10783
C 4.33419 -2.59827 -1.05817
O 2.69519 -1.41227 0.00983
H 3.24019 -4.57027 0.28383
H 2.04619 -4.05527 -0.89417
H 1.75119 -3.74527 0.96383
H 3.79019 -2.56727 1.07983
H 5.22119 -2.24027 -0.61617
H 4.13319 -1.88727 -1.86717
H 4.65419 -3.52127 -1.51917
H 1.82519 -1.48527 0.42583
C 2.14519 -1.80827 3.40083
C 2.45719 -2.93027 4.37283
C 3.07719 -4.13927 3.68083
O 3.08019 -2.57927 5.33983
H 1.47019 -1.09427 3.90683
H 1.76019 -2.17927 2.41883
H 3.04219 -1.23727 3.03083
H 1.53219 -3.12027 4.85383
H 3.21819 -4.97127 4.37583
H 3.98219 -3.81427 3.19783
H 2.52219 -4.70127 2.93883
H 2.47619 -2.03027 5.82083
C 0.78219 -2.25127 -2.45917
C 0.16619 -1.72127 -3.69617
C -0.93181 -2.60427 -4.23017
O -0.16081 -0.56427 -3.63017
H 0.03619 -2.54227 -1.66117
H 1.49519 -1.59527 -2.00017
H 1.37919 -3.14427 -2.78217
H 0.89819 -1.72327 -4.53217
H -1.51681 -2.98627 -3.43417
H -0.52881 -3.50427 -4.68717
H -1.67981 -2.14927 -4.91217
H 0.65619 -0.06227 -3.86517
C -4.32081 -0.17227 1.31683
O -3.53681 -1.29927 1.02583
H -3.77581 0.52073 2.06783
H -5.20181 -0.52127 1.77983
H -4.46381 0.46473 0.42083
H -3.43081 -1.91027 1.82083
C 3.70819 1.63373 -1.32917
O 3.48219 0.36173 -1.83717
H 4.15319 2.26573 -2.08117
H 4.23219 1.58073 -0.38117
H 2.72819 2.06673 -1.14717
H 3.34719 -0.28627 -1.12917
C 1.44619 3.75673 -3.35817
O 0.44219 2.83273 -3.16017
H 2.18419 3.42273 -4.03317
H 2.01919 3.92173 -2.41217
H 1.05519 4.74973 -3.67917
H -0.01281 3.05273 -2.34117
C -3.06381 -0.32127 -2.66917
O -2.22081 0.76473 -2.61917
H -3.94881 0.08273 -2.24717
H -2.60181 -1.06227 -2.04317
H -3.19081 -0.69027 -3.71817
H -1.33381 0.55473 -2.74017
C 2.46419 1.45973 1.90683
O 1.30019 1.05573 2.58783
H 3.37319 1.42073 2.52383
H 2.30819 2.49873 1.51983
H 2.54919 0.71073 1.19783
H 0.62419 1.34673 1.96883
*
```

SMILES: NC(N)=O.NC(N)=O.NC(N)=O.CC(C)O.CC(C)O.CC(C)O.CC(C)O.CO.CO.CO.CO.CO
energy: -55280.577 eV
energy above the lowest of the compared OMol25 structures with the same formula, charge and spin: 218.70 kJ/mol
highest occupied orbital energy: -9.41 eV